A 11-piece molecular cluster, C16H47F6N16O13 overall, computed with ωB97M-V/def2-TZVPD.

```
98
Properties=species:S:1:pos:R:3:forces:R:3:lowdin_charge:R:1
O -3.771229 -0.109186 -3.416033 -0.977 -0.486 -0.660 0.267
H -3.240044 -0.488453 -4.136026 0.296 0.163 0.195 0.169
H -3.246927 0.243253 -2.614046 1.565 1.146 0.975 0.108
H -4.362717 0.578526 -3.770163 0.054 0.025 0.139 0.174
C -0.986501 1.036192 -1.409374 0.493 -1.478 -1.360 -0.429
O -1.058047 -0.030505 -0.485182 0.385 0.777 0.331 -0.109
O -2.258018 1.352331 -1.773238 -0.318 0.167 -0.272 -0.232
C -0.013585 2.164653 -0.980505 -1.795 0.410 1.244 -0.550
F -0.217422 3.232446 -1.784445 0.441 -0.002 -0.079 0.122
F -0.287190 2.592419 0.276099 0.151 0.083 -0.058 0.132
F 1.260125 1.811419 -1.006561 0.067 0.037 -0.344 0.184
C 0.149741 -0.693362 -0.092088 0.358 -2.031 -0.172 -0.240
C 0.593651 -0.469573 1.327470 0.778 -0.217 0.997 -0.052
H 0.234734 -1.206746 2.053992 -0.918 0.319 -0.118 0.068
H 1.650029 -0.695598 1.504809 0.206 0.247 -0.778 0.058
H 0.462073 0.550121 1.681966 -0.149 -0.026 0.004 0.071
H 0.986020 -0.653546 -0.790237 -0.211 1.020 -0.289 0.097
H -0.101210 -1.754170 -0.224130 -0.111 -0.026 0.362 0.102
H -0.407206 0.689265 -2.289290 -0.045 -0.356 -0.078 0.123
C 3.341226 -3.679824 6.465742 -1.735 0.273 0.392 -0.529
O 3.033168 -2.585698 5.483852 1.064 -0.224 -0.432 -0.112
O 2.230812 -4.310377 6.682287 1.353 -0.474 -0.131 -0.167
C 4.579164 -4.515318 5.910018 -1.940 -0.164 1.356 -0.550
F 5.760262 -3.893856 6.121543 0.289 0.029 -0.892 0.096
F 4.704508 -5.675354 6.596938 -0.014 -0.104 -0.179 0.099
F 4.370452 -4.862475 4.622870 0.957 0.085 -0.248 0.109
C 4.120220 -1.862702 4.979030 -0.590 0.321 -0.909 -0.326
C 3.618686 -0.913719 3.895752 -0.034 0.591 -0.424 -0.093
H 3.133332 -1.376735 3.031201 0.258 -0.756 0.240 0.030
H 2.862177 -0.182199 4.195600 0.340 0.131 0.532 0.071
H 4.515880 -0.423534 3.498578 -0.179 0.373 -0.018 0.068
H 4.869654 -2.459140 4.444503 -0.023 -0.323 0.260 0.097
H 4.665696 -1.290207 5.743092 -0.108 0.014 0.168 0.114
H 3.741159 -3.130840 7.346150 0.467 0.110 0.174 0.127
C -0.214078 2.421043 -4.938842 -0.444 -0.648 -0.459 -0.662
O 0.819953 2.180945 -4.323277 -0.214 0.333 -0.056 0.005
N -0.240417 3.084173 -6.132180 1.000 -0.601 1.196 0.180
N -1.442838 1.960110 -4.560151 -0.656 -0.550 0.064 0.154
H 0.704703 3.279145 -6.418168 -0.414 0.508 -0.767 0.115
H -1.112315 3.330988 -6.560569 0.231 0.382 -0.313 0.098
H -1.692448 1.818247 -3.579307 0.304 0.119 0.130 0.052
H -2.215515 2.262907 -5.136270 -0.073 0.394 0.225 0.070
C -4.605961 -1.349415 0.108784 -0.780 0.046 -0.432 -0.681
O -5.609906 -2.019078 0.307305 0.381 0.256 0.170 0.022
N -4.663854 -0.051964 -0.349010 -0.027 0.305 -0.530 0.148
N -3.339494 -1.802386 0.240327 0.135 -0.666 0.087 0.179
H -3.823734 0.469316 -0.562856 0.021 0.110 0.514 0.043
H -5.532262 0.442099 -0.257367 -0.006 -0.075 0.142 0.095
H -2.565763 -1.269689 -0.118693 0.281 0.075 0.142 0.057
H -3.257108 -2.789376 0.414233 0.146 0.079 0.029 0.108
C -1.713230 0.955437 4.099195 0.690 -1.589 0.541 -0.676
O -1.577219 1.709432 5.048710 -0.663 0.233 -0.411 0.021
N -1.752762 1.340442 2.790492 -0.371 1.296 0.141 0.148
N -1.786200 -0.410288 4.232563 -0.232 0.209 0.182 0.165
H -1.935346 2.322145 2.674444 0.338 -0.075 -0.392 0.095
H -1.546922 0.744727 2.014479 -0.224 -0.061 -0.079 0.050
H -1.867116 -0.828396 5.141184 0.406 0.125 0.058 0.108
H -1.666292 -1.023265 3.448971 -0.086 -0.109 -0.008 0.073
C 0.895808 -3.964954 2.394308 1.018 0.142 2.318 -0.677
O 0.283440 -3.611657 3.385673 -0.721 0.104 -0.954 0.043
N 0.373464 -4.177370 1.139039 0.101 -0.153 -0.524 0.129
N 2.249213 -4.209766 2.419296 -0.581 -0.146 -1.177 0.183
H -0.613622 -4.125021 0.983291 0.000 0.233 0.080 0.080
H 1.029223 -4.009979 0.395214 -0.374 -0.064 -0.298 0.080
H 2.502891 -4.840896 1.678470 0.734 -0.004 0.276 0.087
H 2.799957 -4.205183 3.265736 -0.368 0.132 0.271 0.088
C 4.697301 -2.503841 0.279672 -0.689 -0.614 1.205 -0.684
O 5.104766 -2.954227 1.340724 0.212 0.196 -0.586 0.020
N 4.098105 -1.281133 0.159583 0.006 0.259 -0.754 0.163
N 4.623997 -3.232822 -0.872952 0.368 -0.449 -0.406 0.145
H 4.006812 -0.960265 -0.789884 -0.258 0.410 0.179 0.067
H 4.001378 -0.655742 0.937077 0.320 -0.085 0.112 0.082
H 4.988796 -4.166875 -0.843689 0.116 0.088 0.084 0.095
H 4.265597 -2.869427 -1.746724 0.021 -0.019 0.337 0.038
C -4.054977 4.388586 -0.451462 -1.845 0.628 0.157 -0.700
O -4.873297 5.251683 -0.123733 0.776 -0.218 0.002 -0.005
N -2.721589 4.478475 -0.223903 -0.346 0.388 -0.291 0.174
N -4.453270 3.264679 -1.093568 0.631 -1.128 -0.690 0.162
H -2.485828 5.179066 0.456480 0.543 -0.210 -0.033 0.118
H -2.134489 3.734824 -0.555114 0.374 0.110 0.483 0.055
H -3.763030 2.563118 -1.346176 -0.022 0.101 0.141 0.043
H -5.418871 3.059593 -1.257085 -0.141 0.459 0.165 0.100
C 2.531688 -0.938024 -3.348148 -0.014 -0.461 -0.975 -0.647
O 3.346601 -1.750442 -2.927765 -0.141 0.256 -0.017 0.002
N 1.187503 -1.236572 -3.417079 -0.199 -0.211 0.343 0.157
N 2.855126 0.252225 -3.911159 -0.348 -0.081 0.474 0.177
H 0.537409 -0.641253 -3.899478 0.230 0.137 -0.159 0.079
H 0.949382 -2.211589 -3.370086 0.090 0.002 0.198 0.106
H 2.109656 0.945831 -3.915535 0.546 0.261 -0.310 0.046
H 3.824710 0.509594 -3.860516 -0.075 0.231 0.176 0.112
C -3.198020 4.892857 -4.151569 0.268 -1.687 -0.837 -0.667
O -3.413266 4.192459 -5.149299 -0.149 -0.036 -0.133 -0.035
N -4.124523 5.734082 -3.638311 0.931 0.098 0.066 0.177
N -2.035822 4.795403 -3.448966 -1.166 1.552 0.256 0.183
H -3.796255 6.352030 -2.918644 -0.824 0.220 0.178 0.102
H -5.053106 5.724279 -4.009777 -0.023 0.234 0.044 0.112
H -1.310717 4.131023 -3.636617 -0.161 0.106 0.058 0.063
H -2.108688 5.332428 -2.601498 1.043 -0.528 0.436 0.082
```
Positions in Å, forces in eV/Å.

Computed properties:
- DFT total energy (Eh) = -3091.562404
- total charge = -1
- spin multiplicity = 1